# 1
This record from OMol25 describes a cluster of 2 separate species, C47H49N2O3 in total. The level of theory is wB97M-V/def2-TZVPD.

Each line ends with the Löwdin charge.
CARTESIAN COORDINATES (ANGSTROEM)
C -4.8719 4.0007 -3.6629  -0.046
O -4.9358 2.5582 -3.7485  -0.066
C -3.7695 1.8612 -3.7559  -0.242
C -3.8652 0.4496 -3.6703  0.021
C -2.7788 -0.2773 -3.2523  -0.021
C -1.5750 0.3733 -2.8784  -0.218
C -0.5430 -0.3164 -2.1261  -0.001
C 0.6751 0.3723 -1.8354  -0.103
C 1.9321 -0.1771 -2.0813  0.002
C 3.1313 0.5573 -2.3787  -0.217
C 4.3545 -0.1448 -2.5818  -0.020
C 5.4877 0.4999 -3.0092  0.008
C 5.4791 1.9071 -3.1793  -0.248
O 6.6630 2.4560 -3.5577  -0.080
C 6.8212 3.8861 -3.5936  -0.052
C 4.2800 2.6370 -2.9725  -0.001
C 3.1348 1.9659 -2.5684  -0.012
C -1.4178 1.7346 -3.2658  -0.038
C -2.4993 2.4800 -3.6929  -0.007
H -5.9103 4.3225 -3.7418  0.098
H -4.4501 4.3251 -2.6998  0.096
H -4.2798 4.4265 -4.4848  0.095
H -4.8300 -0.0139 -3.8553  0.129
H -2.8422 -1.3640 -3.1814  0.119
H -0.5001 -1.4003 -2.2686  0.126
H 0.6234 1.4144 -1.4901  0.102
H 1.9956 -1.2645 -2.1999  0.105
H 4.3876 -1.2196 -2.3972  0.118
H 6.4193 -0.0189 -3.2186  0.126
H 7.8854 4.0183 -3.7888  0.097
H 6.2332 4.3241 -4.4099  0.097
H 6.5482 4.3434 -2.6335  0.098
H 4.2685 3.7175 -3.1388  0.111
H 2.2200 2.5379 -2.4027  0.108
H -0.4434 2.2257 -3.1808  0.119
H -2.3925 3.5448 -3.9038  0.112
C -0.0889 -6.6439 3.0133  -0.042
C 0.2269 -5.1800 2.9122  -0.250
C -0.6067 -4.2345 3.5155  0.015
C -0.3308 -2.8651 3.4374  -0.174
C -1.0836 -1.9059 4.3014  -0.016
C 0.7087 -2.4536 2.5855  -0.131
N 0.8342 -1.0757 2.2257  0.078
C -0.1228 -0.2920 1.6585  -0.072
C -1.4543 -0.7594 1.2487  -0.307
C -1.6479 -1.4857 -0.0322  -0.191
C -3.0826 -1.5530 -0.3959  -0.066
C -0.8197 -2.6546 -0.2551  -0.212
C 0.5688 -2.5058 -0.4259  -0.109
C 1.3205 -3.5172 -1.0377  -0.096
C 0.6989 -4.7177 -1.3887  -0.081
C -0.6433 -4.9380 -1.0666  -0.072
C -1.4090 -3.9177 -0.5214  -0.013
O -2.4409 -0.4950 1.9730  0.071
N 0.1919 1.0080 1.9189  0.104
C -0.7054 2.1183 2.0759  -0.092
C -1.6222 2.4718 1.0734  -0.167
C -1.7241 1.7590 -0.2201  -0.044
C -2.4354 3.6021 1.2132  0.010
C -2.3131 4.4410 2.3181  -0.252
C -3.1196 5.7065 2.3764  -0.044
C -1.4354 4.0598 3.3366  0.010
C -0.6669 2.8885 3.2539  -0.182
C 0.1276 2.4933 4.4558  -0.037
C 1.5335 1.0171 2.3306  -0.001
C 1.9148 -0.2450 2.5492  0.019
C 1.6762 -3.3656 2.1517  -0.198
C 2.9637 -2.9342 1.5218  -0.047
C 1.3812 -4.7331 2.2656  0.012
H 0.5884 -7.2297 2.3825  0.080
H 0.0137 -7.0040 4.0471  0.092
H -1.1216 -6.8524 2.7030  0.088
H -1.4769 -4.5620 4.0882  0.131
H -0.4186 -1.1772 4.7881  0.088
H -1.8537 -1.3590 3.7454  0.066
H -1.5945 -2.4700 5.0950  0.093
H -3.2133 -2.0336 -1.3681  0.071
H -3.6521 -2.1186 0.3640  0.106
H -3.5152 -0.5472 -0.4237  0.081
H 0.9982 -1.5339 -0.1635  0.090
H 2.3942 -3.3888 -1.2121  0.105
H 1.2783 -5.4893 -1.8980  0.106
H -1.1033 -5.9097 -1.2510  0.109
H -2.4687 -4.0645 -0.2869  0.118
H -1.4843 2.4418 -1.0452  0.088
H -1.0240 0.9292 -0.2760  0.029
H -2.7392 1.3761 -0.4021  0.111
H -3.1502 3.8341 0.4196  0.130
H -2.8381 6.3158 3.2387  0.079
H -2.9672 6.3013 1.4665  0.087
H -4.1949 5.4972 2.4456  0.091
H -1.3617 4.6824 4.2317  0.123
H -0.1685 3.1353 5.2950  0.088
H -0.0612 1.4560 4.7646  0.088
H 1.2066 2.6288 4.3162  0.075
H 2.0684 1.9334 2.4946  0.137
H 2.8128 -0.6485 2.9852  0.135
H 3.4312 -3.8054 1.0455  0.091
H 2.8460 -2.1654 0.7498  0.068
H 3.6689 -2.5504 2.2735  0.089
H 2.0706 -5.4572 1.8248  0.127

Results
Total charge: +1
Electronic energy in eV: -58647.4708
LUMO energy in eV: -3.9
Gap between HOMO and LUMO in eV: 5.137

***

# 2
This record from OMol25 describes a structure of composition C47H50Br2HgN6O6S. The level of theory is wB97M-V/def2-TZVPD.

Each line ends with the Löwdin charge.
CARTESIAN COORDINATES (ANGSTROEM)
Hg 0.8326 1.7435 0.2232  1.065
C 0.3047 2.3772 -3.4430  -0.059
C -0.2849 3.5272 -2.6926  -0.321
C -0.8913 4.5793 -3.3865  -0.017
C -1.4562 5.6267 -2.6961  -0.027
C -1.4460 5.6056 -1.2861  -0.204
C -2.0071 6.6032 -0.4709  -0.630
Br -2.8239 8.1433 -1.2669  0.702
C -1.9986 6.5135 0.9012  -0.194
C -1.4265 5.4039 1.4914  -0.605
Br -1.4526 5.2427 3.3902  0.723
C -0.8159 4.3552 0.7830  -0.450
O -0.3007 3.3608 1.3841  -0.217
C -0.8269 4.4896 -0.6573  -0.137
N -0.2380 3.5040 -1.3682  0.118
H 0.7213 2.6983 -4.3957  0.084
H -0.4753 1.6420 -3.6412  0.062
H 1.0738 1.8923 -2.8441  0.037
H -0.9122 4.5564 -4.4668  0.110
H -1.9164 6.4531 -3.2214  0.071
H -2.4439 7.2863 1.5102  0.090
C -3.6965 -2.2574 5.9201  -0.085
O -2.5370 -1.7223 5.3426  -0.092
C -1.3523 -2.3980 5.5032  -0.205
C -1.1872 -3.5500 6.2439  -0.030
C 0.0686 -4.1406 6.3414  -0.106
C 1.1454 -3.5908 5.6790  -0.100
C 0.9887 -2.4393 4.9236  -0.031
C -0.2515 -1.8226 4.8287  -0.164
N -0.5154 -0.6801 4.0929  0.157
C 0.2693 -0.0879 3.0910  -0.357
N 1.4972 0.2988 3.5070  0.150
C 2.4883 1.1205 2.9496  -0.179
C 2.5010 1.6703 1.6621  -0.160
C 3.5789 2.5053 1.3462  -0.164
C 4.6016 2.7777 2.2289  -0.103
C 4.5929 2.2126 3.4926  -0.047
C 3.5504 1.3836 3.8499  -0.207
O 3.4603 0.7730 5.0925  -0.114
C 4.4304 1.0999 6.0538  -0.095
N -0.1939 0.0779 1.9095  0.084
C -1.4712 -0.4228 1.5943  -0.327
C -2.5216 0.4911 1.5119  -0.058
C -3.7997 0.0951 1.1775  -0.100
C -4.0555 -1.2411 0.9230  -0.104
C -3.0263 -2.1574 0.9857  -0.019
C -1.7269 -1.7725 1.3059  -0.257
O -0.8185 -2.7998 1.3167  -0.075
C 0.5506 -2.5465 1.1017  -0.075
H -4.4824 -1.5289 5.7259  0.095
H -3.5862 -2.3882 7.0020  0.092
H -3.9627 -3.2169 5.4634  0.100
H -2.0270 -4.0059 6.7458  0.101
H 0.1863 -5.0345 6.9342  0.095
H 2.1161 -4.0617 5.7362  0.099
H 1.8348 -2.0342 4.3899  0.103
H -1.5092 -0.5739 3.9145  0.135
H 1.6541 0.1547 4.4976  0.130
H 3.6103 2.9726 0.3741  0.064
H 5.4044 3.4449 1.9507  0.096
H 5.3863 2.4390 4.1871  0.095
H 4.1948 0.5049 6.9361  0.092
H 4.3955 2.1632 6.3152  0.098
H 5.4410 0.8457 5.7154  0.092
H -2.2917 1.5287 1.7039  0.110
H -4.5916 0.8259 1.1076  0.098
H -5.0519 -1.5738 0.6641  0.097
H -3.1993 -3.2016 0.7658  0.116
H 0.9480 -3.4488 0.6332  0.097
H 1.0772 -2.3716 2.0464  0.072
H 0.7126 -1.6960 0.4372  0.059
C 4.7765 2.2111 -3.4548  -0.157
C 5.3310 1.0783 -2.5915  -0.155
C 4.0893 0.6240 -1.8113  -0.188
O 3.1385 1.6808 -1.8745  -0.226
C 3.7331 2.7978 -2.5075  -0.217
H 4.2914 1.8095 -4.3465  0.117
H 5.5277 2.9390 -3.7522  0.108
H 6.0914 1.4635 -1.9077  0.109
H 5.7578 0.2663 -3.1770  0.110
H 4.3142 0.4004 -0.7630  0.114
H 3.6356 -0.2607 -2.2705  0.115
H 4.2245 3.4432 -1.7610  0.115
H 2.9479 3.3690 -3.0049  0.112
C -4.0802 -1.9270 -5.1924  -0.102
C -4.0750 -1.7528 -3.6783  -0.236
C -3.0489 -0.7230 -3.2163  -0.236
N -1.7002 -1.1472 -3.4878  0.013
C -0.6664 -0.9508 -2.6467  -0.752
S -0.8838 0.0368 -1.2954  0.757
N 0.5095 -1.5669 -2.9059  0.099
C 0.8275 -2.4804 -3.9515  -0.478
O 1.9374 -2.3674 -4.4910  -0.031
C -0.1446 -3.5039 -4.2612  -0.208
C -1.1070 -3.9667 -3.3338  -0.081
C -1.9750 -4.9788 -3.6729  -0.130
C -1.9288 -5.5694 -4.9335  -0.143
C -0.9740 -5.1372 -5.8514  -0.129
C -0.0929 -4.1373 -5.5223  -0.057
H -4.8980 -2.5770 -5.4978  0.069
H -3.1511 -2.3753 -5.5399  0.063
H -4.2034 -0.9627 -5.6825  0.070
H -3.8738 -2.7124 -3.1989  0.098
H -5.0547 -1.4045 -3.3474  0.104
H -3.1308 -0.5593 -2.1384  0.062
H -3.2452 0.2342 -3.7198  0.120
H -1.5429 -1.7514 -4.2818  0.112
H 1.3186 -1.1390 -2.4687  0.118
H -1.1398 -3.5425 -2.3391  0.106
H -2.6979 -5.3264 -2.9471  0.092
H -2.6155 -6.3633 -5.1896  0.077
H -0.9272 -5.5935 -6.8314  0.088
H 0.6542 -3.7968 -6.2259  0.102

Results
Relative energy (zero: lowest compared OMol25 entry of this formula, charge and spin) in kcal per mole: 0.2
Total charge: -1
Electronic energy in eV: -225872.0697
LUMO energy (alpha / beta) in eV: 2.2 / 2.2
Expectation value of S²: 0.7718
Gap between HOMO and LUMO (alpha / beta) in eV: 4.093 / 7.135
2S+1: 2